DFT (wB97M-V/def2-TZVPD) results for C3H8IN2O as an isolated structure at a distorted geometry.

Computed properties:
LUMO energy, eV: -4.57
Total energy, eV: -16358.8252

Geometry as ORCA input:
```
! RIJCOSX wB97M-V def2-TZVPD def2/J DEFGRID3
* xyz 1 1
C 0.078 0.952 -0.711
C 1.130 -1.113 0.218
C -0.968 0.243 0.264
N 0.594 0.167 0.443
N -1.638 -0.875 -0.082
O 0.827 2.096 -1.107
I 0.315 3.726 -0.066
H 0.232 0.304 -1.654
H 0.348 -1.761 0.514
H 1.936 -1.360 0.975
H 1.318 -1.260 -0.830
H -1.433 0.751 1.195
H 1.016 0.637 1.278
H -1.191 -1.455 -0.771
H -2.564 -1.049 0.334
*
```

Here are the Löwdin charges for atoms 1 to 6, given in e: atom 1 (C): -0.336, atom 2 (C): -0.033, atom 3 (C): -0.215, atom 4 (N): -0.056, atom 5 (N): 0.109, atom 6 (O): -0.656

***

DFT (wB97M-V/def2-TZVPD) results for C3H8IN3O3 as an isolated structure at a distorted geometry.

Computed properties:
LUMO energy, eV: -1.37
Total energy, eV: -21952.1627

Geometry as ORCA input:
```
! RIJCOSX wB97M-V def2-TZVPD def2/J DEFGRID3
* xyz 0 1
N 2.042 -0.601 0.773
C 0.939 0.051 -0.018
N 1.514 0.768 -1.228
N 0.335 1.103 0.844
C -0.103 -1.027 -0.594
O -1.450 -0.520 -0.817
C -2.251 -0.661 0.345
O -2.659 -1.745 0.812
O -2.600 0.511 1.103
I -3.266 1.990 -0.089
H 2.444 -1.359 0.203
H 1.561 -1.002 1.605
H 1.622 1.768 -0.994
H 0.787 0.727 -1.970
H 1.096 1.581 1.345
H -0.217 1.755 0.268
H -0.093 -1.989 0.042
H 0.298 -1.351 -1.629
*
```

Here are the Löwdin charges for atoms 1 to 6, given in e: atom 1 (N): 0.060, atom 2 (C): -0.591, atom 3 (N): 0.045, atom 4 (N): 0.058, atom 5 (C): -0.107, atom 6 (O): -0.099

***

DFT (wB97M-V/def2-TZVPD) results for a 2-piece molecular cluster, C3H8INOS overall at a distorted geometry.

Computed properties:
LUMO energy (spin up / spin down), eV: 0.07 / 0.07
Total energy, eV: -25710.0398

Geometry as ORCA input:
```
! RIJCOSX wB97M-V def2-TZVPD def2/J DEFGRID3
* xyz 0 1
C 0.513 1.492 -0.968
C -1.673 -0.806 -0.067
C 0.172 -0.039 -1.210
N 1.566 -1.123 0.848
O 2.615 -0.837 -1.292
S 1.345 -1.327 -0.792
I -0.289 -0.666 -3.176
H 1.485 1.508 -1.576
H -0.186 2.140 -1.325
H 0.568 1.574 0.098
H -2.587 -0.893 -0.758
H -1.246 -1.761 0.083
H -1.678 -0.090 0.775
H 2.275 -0.368 1.154
H 0.605 -1.019 1.249
*
```

Here are the Löwdin charges for atoms 1 to 6, given in e: atom 1 (C): -0.136, atom 2 (C): 0.012, atom 3 (C): -0.962, atom 4 (N): -0.223, atom 5 (O): -0.515, atom 6 (S): 0.616

***

DFT (wB97M-V/def2-TZVPD) results for one molecule with the formula C3H8IPS.

Computed properties:
LUMO energy, eV: -0.27
SMILES: CCC[P@H](=S)I
Total energy, eV: -31466.5017

Geometry as ORCA input:
```
! RIJCOSX wB97M-V def2-TZVPD def2/J DEFGRID3
* xyz 0 1
C -0.151 0.203 2.050
C -0.429 -0.342 0.653
C 0.442 0.373 -0.372
P 0.341 -0.219 -2.108
S 1.608 0.646 -3.283
I -2.059 -0.164 -2.666
H 0.897 0.057 2.316
H -0.371 1.267 2.098
H -0.764 -0.310 2.785
H -0.218 -1.415 0.630
H -1.485 -0.200 0.411
H 0.224 1.448 -0.403
H 1.504 0.265 -0.119
H 0.461 -1.607 -1.993
*
```

Here are the Löwdin charges for atoms 1 to 6, given in e: atom 1 (C): -0.115, atom 2 (C): -0.348, atom 3 (C): -0.465, atom 4 (P): -0.121, atom 5 (S): 0.116, atom 6 (I): 0.408

***

DFT (wB97M-V/def2-TZVPD) results for C3H8LuO2 as an isolated structure at a distorted geometry.

Computed properties:
LUMO energy, eV: -6.04
Total energy, eV: -40947.5896

Geometry as ORCA input:
```
! RIJCOSX wB97M-V def2-TZVPD def2/J DEFGRID3
* xyz 1 1
C 0.018 -0.512 -1.655
C 0.475 -1.148 -0.355
O -0.081 -0.412 0.760
C 0.710 -0.388 1.918
Lu -1.066 1.483 -1.144
H 0.889 -0.295 -2.295
H -0.701 -1.166 -2.176
H 1.574 -1.141 -0.260
H 0.109 -2.180 -0.225
H 0.116 0.038 2.738
H 1.050 -1.406 2.170
O -1.900 3.334 -0.771
H -2.784 3.542 -0.473
H 1.593 0.252 1.767
*
```

Here are the Löwdin charges for atoms 1 to 6, given in e: atom 1 (C): -0.364, atom 2 (C): -0.336, atom 3 (O): -0.320, atom 4 (C): -0.108, atom 5 (Lu): 2.052, atom 6 (H): 0.027

***

DFT (wB97M-V/def2-TZVPD) results for an isolated ion of composition C3H8N and charge +1.

Computed properties:
LUMO energy, eV: -3.91
SMILES: C=C(C)[NH3+]
Total energy, eV: -4723.3024

Geometry as ORCA input:
```
! RIJCOSX wB97M-V def2-TZVPD def2/J DEFGRID3
* xyz 1 1
C -0.701 0.693 1.213
C -0.212 -0.021 0.223
C 0.770 -1.140 0.232
N -0.317 0.582 -1.146
H -1.176 1.639 0.991
H -0.539 0.388 2.239
H 0.797 -1.635 1.204
H 1.803 -0.785 0.139
H 0.525 -1.876 -0.530
H -0.332 -0.136 -1.882
H -1.143 1.157 -1.350
H 0.525 1.134 -1.332
*
```

Here are the Löwdin charges for atoms 1 to 6, given in e: atom 1 (C): 0.122, atom 2 (C): -0.341, atom 3 (C): -0.029, atom 4 (N): 0.221, atom 5 (H): 0.088, atom 6 (H): 0.101